141
Properties=species:S:1:pos:R:3 method="wB97M-V/def2-TZVPD" orbital_gap_ev=6.587 charge=+1
F -0.78978 -1.55291 -2.09302
F 1.24341 1.41541 -0.92671
F 0.51682 0.78373 -3.15556
F 0.16490 -1.26709 0.16483
F 3.20259 -2.16044 1.88185
F -1.27770 0.45639 -0.68814
O 8.52476 5.70060 1.45117
O -6.61355 -0.19365 0.05121
O -0.09863 1.18677 2.68690
O -7.34940 3.11429 -2.37403
O -11.85543 -3.43269 -1.97014
O 2.30626 -5.23683 3.97194
O -5.70386 -2.37219 -1.98263
O -10.21476 -3.76208 -0.53732
O 1.95072 -7.14592 5.01226
O -8.66714 0.58341 -0.12828
O -3.86993 1.77757 -4.44593
O 1.64997 2.49362 2.39049
O -16.15449 -3.80100 -0.54548
O -11.37557 5.87864 -2.06310
O 1.27121 1.76268 7.11781
O 7.63488 -2.49939 0.61357
O 8.33970 0.80862 3.53759
O -5.70872 2.78490 -0.94122
O -16.34169 -2.06670 0.80005
O 0.77758 1.96229 9.25551
O 7.41840 2.13259 2.03706
O -3.46675 3.10556 -6.15684
O 7.92868 4.57041 -0.34344
O -11.26807 5.37502 0.07889
O -1.85644 -3.34545 4.57051
O -4.78257 -3.69616 -0.48210
O -1.05950 -1.52727 5.52570
N 7.85270 5.53497 0.42643
N 5.31868 -0.51330 -3.05865
N -15.76794 -2.72434 -0.07584
N 8.30709 1.83044 2.84211
N -1.19648 -2.29983 4.56989
N 0.44524 2.22913 2.30365
N 0.58940 1.51339 8.11874
N 10.55614 1.43811 -3.14715
N 9.80643 1.55915 -0.83159
N -3.12129 2.31761 -5.26859
N -7.84347 -0.30719 0.11101
N -10.90562 -4.07898 -1.51259
N -6.39958 2.46800 -1.91649
N -4.81517 -2.67435 -1.17758
N 6.96090 0.62015 -1.60125
N 1.67065 -5.97401 4.73466
N 8.79695 3.10490 -2.56900
N -10.89255 5.27933 -1.09543
N 5.77048 -1.69751 -0.87824
C 8.54915 -1.35327 0.73644
C 0.94986 0.24851 -1.84005
C -10.55877 -5.35501 -2.19451
C -9.75614 4.36043 -1.37426
C 0.45746 -5.40313 5.37951
C 4.32860 -1.55941 -3.52205
C -0.26804 -0.58875 -1.09251
C 9.29917 1.67698 -2.28423
C 9.44278 2.77999 2.99086
C 8.12542 0.53809 -2.60824
C -6.05273 1.19198 -2.59840
C -14.49698 -2.16533 -0.61039
C 2.36112 -0.61186 -1.95552
C 2.74724 -1.03947 -3.50123
C -3.67948 -1.72479 -1.02883
C 4.47265 -2.57965 1.21354
C 6.99539 -2.56865 -0.70942
C -8.38637 -1.63474 0.50655
C 6.86086 6.58995 0.08461
C 5.99224 -0.54400 -1.83127
C -1.67374 1.98614 -5.17756
C -0.50606 -1.94276 3.30127
C -0.42543 3.26220 1.68052
C -0.56121 0.58851 7.93364
C 5.16353 -1.26820 0.43902
H -9.00990 -1.99381 -0.31472
H 2.70601 -0.08501 -4.18028
H -9.43294 3.90354 -0.43657
H -10.65964 -6.15826 -1.46182
H -7.55352 -2.31790 0.68579
H 6.43295 1.48261 -1.91060
H 9.49549 -1.70807 1.35290
H -8.95122 4.95486 -1.81126
H 4.55484 -1.80612 -4.66646
H 9.46413 3.10749 4.03234
H -8.97183 -1.49315 1.41736
H -14.10409 -2.84450 -1.36989
H -5.02411 1.27787 -2.95470
H -6.73892 1.04015 -3.43421
H 9.28329 3.62899 2.32285
H -1.45461 2.89732 1.67002
H 0.03356 -1.00431 3.44473
H 8.24286 3.41841 -1.73408
H 5.50829 0.28773 -3.73358
H 8.64869 -0.52555 -2.56916
H 3.21437 0.13473 -1.60008
H -3.83897 -0.87580 -1.69684
H -0.34393 4.16899 2.28342
H -13.79939 -2.07554 0.22478
H -2.76571 -2.25945 -1.29597
H 7.79026 0.71974 -3.71530
H 10.35656 2.24533 2.72372
H 0.18615 -2.75314 3.06355
H 4.38363 -2.57771 -2.94805
H -1.57295 0.90816 -5.31902
H 5.87461 6.12176 0.06686
H 9.59757 3.77371 -2.62641
H 7.77391 -2.33226 -1.56082
H 5.87126 -0.64714 1.13506
H -9.53014 -5.26911 -2.55081
H -1.32756 2.29106 -4.18783
H 10.26368 0.99845 -4.04825
H -1.06903 0.46015 8.89182
H 4.23918 -0.55244 0.19734
H 2.06478 -1.92579 -3.91848
H 9.10665 2.06177 -0.24214
H 4.27064 -3.45254 0.44831
H 0.60835 -5.44416 6.46014
H 8.82270 -0.83011 -0.27809
H -0.06442 3.42760 0.66340
H 8.03609 -0.51284 1.40554
H -10.11155 3.59914 -2.07176
H -6.15360 0.38873 -1.86572
H -11.24495 -5.50683 -3.03031
H -1.27055 -1.83400 2.52930
H 5.27382 -2.92017 2.02799
H -14.72345 -1.18975 -1.04554
H 0.33289 -4.37069 5.04632
H -1.13709 2.52948 -5.95810
H -0.39565 -6.01247 5.07405
H 6.90237 7.37337 0.84421
H -1.23170 1.03966 7.19927
H -3.65814 -1.39729 0.01265
H 6.63216 -3.69159 -0.88322
H 11.16414 0.73221 -2.65116
H 10.75142 2.01976 -0.74358
H 2.29865 -1.59226 -1.31478
H -0.16430 -0.36403 7.57680
H 7.12896 6.98892 -0.89586

=====

98
Properties=species:S:1:pos:R:3 method="wB97M-V/def2-TZVPD" orbital_gap_ev=8.614 smiles=CCCCCCCCP(O)[C@@H](C)CCC.CCO.CCO.CCO.CCO.CCO.CCO charge=0
P -1.73934 -0.28717 1.26566
O 4.22882 1.35190 -3.48802
O -4.58407 -3.08753 1.90956
O 0.85405 -1.57063 -4.50107
O -5.31739 -0.19163 0.05379
O -2.54829 0.91012 0.41798
O 1.93185 3.77794 -6.48201
O 7.02038 0.52299 -4.36591
C 1.84589 1.04826 -3.09046
C 0.35778 -3.17668 5.78297
C -6.98036 -3.30611 2.29738
C -2.56573 -1.95636 4.93831
C -1.58434 -1.53651 6.05072
C 3.04900 1.95888 -2.95416
C -0.10039 1.99754 1.53211
C 7.55119 2.74412 -5.21767
C 2.06345 2.35985 2.86796
C 3.21904 4.28163 -6.13690
C 7.52039 1.24862 -5.47999
C 1.02216 -0.22229 0.86054
C -2.11264 -1.73245 3.49368
C -0.84054 -3.32757 -4.44858
C 1.84268 -3.32078 5.43404
C -2.51488 -0.36069 2.93648
C -0.50003 -1.89356 -4.80746
C -0.09878 -1.72420 5.74931
C 2.77167 -2.68333 6.47051
C -6.77250 0.11431 -1.88056
C 3.14539 5.67863 -5.55066
C -6.57013 0.32196 -0.39138
C 1.28391 2.66093 1.57933
C -5.74781 -2.42531 2.39254
C -0.08205 0.46571 1.68173
H 2.72160 6.37857 -6.27459
H 1.86005 2.39042 0.69462
H 0.46179 -1.18432 6.51929
H -4.72967 -3.32188 0.98867
H -1.80701 -2.15218 6.92743
H -7.86099 -2.79358 2.68852
H 8.16236 2.96084 -4.34137
H -6.64381 1.38674 -0.14438
H -0.57322 2.27073 0.58869
H 6.91547 1.03227 -6.36944
H 0.19694 -1.25763 4.80642
H -7.33525 -0.20896 0.17544
H 0.07697 0.25667 2.74476
H 1.54895 4.36668 -7.13793
H 2.50340 5.68511 -4.66925
H -5.54500 -2.16740 3.43308
H -6.83508 -4.22927 2.85960
H 3.87044 4.26699 -7.01747
H 2.73393 1.51178 2.74124
H 0.69745 -1.21819 0.56210
H 1.37462 2.15030 3.68667
H 0.20432 -3.58122 6.78755
H 1.91790 -0.33843 1.46836
H 2.35054 -2.76080 7.47439
H 4.05886 1.15506 -4.41583
H -2.61481 -2.46205 2.86049
H 6.12429 0.83434 -4.19294
H 2.66862 3.22173 3.14557
H 0.95572 1.51950 -2.66788
H 2.01910 0.10282 -2.57867
H -0.69306 -1.70870 -5.86982
H -0.68049 2.41567 2.35946
H 3.63035 3.58655 -5.40573
H 8.52639 0.87265 -5.66372
H -5.88319 -1.49775 1.83283
H -2.87791 -2.99298 5.06848
H -4.61192 0.26578 -0.41939
H -6.71009 -0.94597 -2.12731
H 1.10819 3.73800 1.52872
H -1.11009 -1.20087 -4.22912
H -1.75611 -0.50723 6.36997
H 2.87222 2.91008 -3.46648
H 4.13512 6.03832 -5.26594
H -3.59925 -0.28601 2.83660
H -2.14356 0.44787 3.57650
H 2.10516 -4.37250 5.31643
H -3.18004 1.37722 0.97340
H -0.21923 -4.02564 -5.01487
H 2.00306 -2.85050 4.45982
H -5.99874 0.63333 -2.45044
H 7.95863 3.28613 -6.07323
H -1.04422 -1.89558 3.34146
H 1.23561 0.35890 -0.03469
H -1.88658 -3.54798 -4.66607
H -7.74468 0.49171 -2.20068
H 1.64996 0.81738 -4.13622
H 6.54458 3.11999 -5.01831
H -3.47554 -1.36525 5.08095
H -0.22015 -3.78954 5.08623
H 3.74093 -3.18225 6.48859
H 2.97153 -1.63255 6.26259
H -7.17699 -3.57979 1.25764
H 1.42026 -2.15991 -5.00793
H 3.25791 2.17712 -1.90754
H -0.65860 -3.50554 -3.38852

=====

113
Properties=species:S:1:pos:R:3 method="wB97M-V/def2-TZVPD" orbital_gap_ev=8.288 charge=+1
P 1.64955 3.47124 2.11917
O -7.11801 3.74278 -5.36878
O 2.88703 4.37545 2.61315
O 3.79198 -1.29153 -0.95282
O 1.03418 4.01911 0.89790
O -0.89595 -3.97218 2.81547
O -3.92558 2.43299 3.55326
O 4.08288 -1.28176 2.45902
O -0.05455 -6.18449 -3.12422
O -0.55044 -0.73224 -0.02812
O -7.19492 1.83902 -2.38928
O -4.99578 4.41099 -2.52742
O 2.11237 -1.40504 3.70809
O 2.67548 -6.92361 4.47207
O -1.28334 8.17636 2.16489
O 0.64553 3.26985 3.33696
N 0.49611 -6.14436 0.11075
N 2.72962 0.41990 -2.70481
N 1.87966 -1.59003 1.21522
N 1.87537 -5.55727 1.95163
N 2.76348 -5.74050 -0.31934
C -2.50475 -3.02511 -2.09405
C 1.83746 -0.35818 0.34977
C -2.22033 1.31983 -1.53030
C 1.32942 0.86748 1.15382
C 2.29309 1.48994 -3.64012
C 3.20241 -0.16963 -0.31734
C 4.08540 4.72894 0.45175
C 1.25771 -3.83795 0.24981
C 3.12772 0.95281 -1.39979
C 2.39735 1.86724 1.64008
C -2.56525 -4.53781 -2.28130
C -3.14080 -0.76639 -2.62853
C 0.71917 -0.63723 -0.68509
C -0.75891 3.55716 3.02678
C 3.24239 -2.57447 -0.74774
C 3.35315 5.33930 1.64502
C -3.25032 -2.12375 -2.82675
C 1.66829 -5.30032 0.51107
C -1.94801 1.82198 -0.08763
C -1.51325 -1.13234 -0.97966
C -1.64092 -2.48456 -1.16613
C -3.59919 1.93493 -1.95588
C -2.27887 -0.20830 -1.69072
C 2.40067 -2.82637 0.53225
C -1.07557 5.04614 2.98021
B 2.72304 -1.40505 2.49749
H -1.02129 2.41297 -0.10234
H 0.72315 0.57673 2.02652
H 2.21702 2.46507 -3.14120
H -3.18175 -4.75908 -3.15537
H -0.42896 7.95903 1.77848
H 3.00327 1.58864 -4.46815
H -6.62741 2.57525 -2.64797
H -3.92398 -2.52284 -3.58513
H -0.18865 -5.99857 0.85357
H 0.65061 0.16624 -1.42984
H 4.09160 5.95209 2.17787
H 3.04913 -3.35475 1.24858
H 3.43148 4.11464 -0.17955
H 2.93037 -6.58198 3.60580
H -5.77348 4.84182 -2.15281
H -1.06278 -3.20089 -0.58542
H 4.11326 1.44859 -1.44807
H -1.26013 -4.38027 3.61035
H -4.35536 1.27792 -1.49455
H 3.46743 -6.82453 5.00976
H -7.97302 2.26797 -2.01808
H -3.75732 2.92528 -1.54671
H -4.87537 2.38826 3.70625
H 0.16000 -5.87039 -4.00999
H -7.55554 2.89312 -5.24610
H 2.37668 1.70217 -1.11361
H -4.42887 5.14560 -2.78853
H -3.76830 -0.15671 -3.27020
H -0.50888 5.62185 3.71971
H 3.63780 -5.32481 -0.02060
H -1.01598 3.03812 2.10121
H 4.53606 -2.12736 2.57967
H 3.93632 0.20722 0.40953
H 1.55704 -6.52198 2.06891
H 0.06160 -5.68544 -0.69159
H 4.05745 -3.30611 -0.78296
H 2.85288 1.47334 2.56946
H 0.93368 -1.78417 1.56279
H 3.20014 2.11506 0.94572
H -2.96807 -4.95307 -1.34989
H -2.72204 2.53707 0.22043
H 1.18899 -5.02255 2.48696
H -1.37456 3.11090 3.81319
H -1.52884 -4.89549 -2.41631
H 0.63116 1.41815 0.51755
H -0.81494 5.47661 2.00569
H -1.27642 9.13745 2.22357
H -1.93572 1.04027 0.67355
H -1.50037 1.71562 -2.26438
H 0.76495 -6.06722 -2.62804
H 2.79858 -6.75363 -0.29212
H -3.76248 1.86138 -3.03486
H 0.89360 -1.56260 -1.25211
H 3.57598 0.02613 -3.10110
H 4.52917 5.50189 -0.18526
H 0.36713 -3.65405 0.87623
H 1.21436 -1.04512 3.68064
H 2.57466 6.03352 1.31531
H -3.54326 2.05657 4.35256
H 2.60611 -2.81366 -1.61668
H -1.43673 -3.18333 2.68978
H -6.29661 3.65928 -4.87157
H -2.15891 5.17553 3.07786
H 1.29723 1.22921 -4.01848
H 0.93814 -3.74448 -0.79417
H 4.91325 4.08555 0.78645